Entry 1:
ORCA calculation (ωB97M-V/def2-TZVPD) on C57H51CaN3O4P2S2 as an isolated structure at a distorted geometry.

## Properties
LUMO level: -0.047 eV
Gap between HOMO and LUMO: 6.89 eV

```
120
Properties=species:S:1:pos:R:3:forces:R:3:lowdin_charge:R:1
C 1.42562 2.33754 -2.69216 -0.01 -0.15 0.13 -0.05
S 3.67592 1.62474 1.52334 0.45 0.26 -1.21 0.57
C 2.10712 0.46214 4.83424 0.06 -0.01 0.72 -0.14
Ca 1.55222 -0.15386 1.58434 0.52 1.90 -0.55 1.19
N 2.31802 0.69554 3.53964 0.37 0.55 1.06 -0.14
C -1.30468 -6.21806 0.76484 0.02 -0.06 0.09 -0.09
P 1.15402 -2.46106 -0.26256 0.04 -1.30 -1.15 1.12
C -0.50128 0.22624 -3.82306 0.02 0.06 0.20 -0.07
C 0.62192 -2.17816 -4.35976 -0.01 0.07 0.12 -0.08
H 0.14172 7.55034 -1.75796 -0.05 0.02 -0.03 0.12
C 0.07292 -2.27446 -6.66376 -0.06 0.00 -0.24 -0.10
C 0.52962 -4.74866 1.27314 0.03 0.04 -0.07 -0.10
C 0.30692 -4.04586 0.09084 0.00 0.20 0.30 -0.35
H 4.76572 1.99224 6.22704 0.05 0.06 0.10 0.10
H -0.94788 1.18514 -3.60986 -0.06 0.11 -0.03 0.11
C -0.02328 -1.48056 -5.39546 -0.08 0.16 0.12 -0.15
C 4.88492 -4.13996 0.36694 -0.03 -0.16 0.03 -0.07
H -5.26878 0.58524 3.77834 -0.09 -0.07 -0.03 0.11
H -0.91378 -2.45626 -7.08916 -0.01 0.03 -0.08 0.12
H -1.16988 0.26424 -5.87476 -0.05 0.10 -0.06 0.12
H -0.69668 0.28554 4.03174 0.01 0.06 0.12 0.08
H -4.92298 2.56824 5.19764 -0.04 0.03 0.05 0.10
H 0.28942 4.52174 3.13564 0.03 0.05 -0.27 0.05
H -0.97508 -1.14776 5.06374 0.03 0.00 0.05 0.10
H 2.71872 0.70814 6.87164 -0.06 -0.08 0.04 0.10
C -1.77168 5.56734 -0.61916 0.22 0.25 -0.28 -0.01
C -1.24338 -0.65366 4.13314 0.01 -0.08 -0.25 0.00
C -0.90168 -1.57356 2.96664 -0.11 -0.58 0.77 -0.49
S 0.15312 0.43774 -1.20026 -0.05 0.37 -2.10 0.94
H -1.00358 7.16524 -3.03746 0.03 0.07 0.02 0.12
H -0.46548 -1.39266 1.11554 -0.24 -0.16 -0.47 0.00
C 2.94512 -2.76886 -0.00036 -0.05 0.14 0.19 -0.33
H 0.12732 -4.45756 -6.39546 0.02 0.03 -0.06 0.12
P -1.57648 1.60094 0.67564 -0.76 0.69 -0.28 1.09
C 4.08082 1.63484 5.47254 -0.14 -0.07 -0.07 -0.08
C -2.01558 4.34554 0.03404 0.07 -0.41 -0.05 -0.08
N 0.91182 4.36394 2.34484 0.26 -0.09 0.07 -0.02
H 2.51922 3.73354 -3.91866 0.06 0.00 -0.06 0.12
C -1.35888 3.17114 -0.26756 -0.28 0.17 0.38 -0.30
C -0.10758 4.43284 -1.89216 0.02 -0.15 0.01 -0.08
C -3.78018 -0.57816 -2.08956 -0.13 -0.14 -0.15 -0.08
C -4.00008 1.81584 -0.73796 -0.06 -0.10 -0.11 -0.09
H 5.78322 -0.92376 -0.14706 0.03 0.06 0.02 0.11
H -2.95328 -2.18876 2.68774 -0.09 0.08 -0.05 0.08
C 0.17692 -0.42086 -2.81526 -0.29 0.45 0.27 -0.27
H -1.64988 3.74154 2.71824 0.05 0.13 -0.06 0.07
C 2.93952 0.91314 5.83614 -0.08 -0.06 -0.03 -0.07
O 0.62052 -2.94686 4.20474 -0.02 -0.14 0.20 0.07
H -3.87878 0.22934 1.78024 -0.05 -0.03 -0.03 0.11
H -1.92808 -7.05806 1.03264 -0.05 -0.09 -0.01 0.10
H 1.30252 -4.42646 1.95604 0.04 -0.04 0.04 0.10
C 1.69982 3.60644 -3.22666 -0.05 0.12 0.04 0.01
O -0.79998 -0.77656 1.78764 -0.23 -0.19 0.15 -0.21
C 0.48322 -2.25506 3.21194 -0.86 -0.34 0.79 -0.64
C 0.77732 -3.58986 -6.26236 0.10 -0.17 -0.12 -0.10
C -3.27608 3.29054 4.02974 -0.02 0.08 0.15 -0.08
H -1.77188 -3.26556 1.92024 0.01 -0.09 -0.11 0.07
C -0.62388 -0.28486 -5.12326 0.06 -0.30 -0.17 0.00
O 1.35302 -2.02556 2.31454 0.43 -2.00 0.78 -0.30
C -0.38398 3.18504 -1.30536 -0.12 0.35 -0.01 -0.15
C -0.79018 5.61864 -1.56896 -0.18 -0.10 0.22 -0.16
H 0.74592 2.38374 2.56914 0.27 0.29 -0.06 0.05
H -4.09548 2.75104 -0.20506 -0.04 0.04 -0.02 0.10
C -4.49718 1.29764 3.52584 -0.08 -0.02 0.04 -0.09
H -1.98178 -3.29866 3.66834 0.03 -0.06 0.12 0.10
H -0.97618 -3.85356 -1.62136 0.00 -0.03 -0.08 0.10
H -2.00968 -0.90576 -0.94096 -0.08 -0.06 0.00 0.07
C 1.11122 -3.41846 -4.80766 0.09 -0.01 0.21 -0.15
H -5.80288 2.11464 -1.83516 -0.09 0.01 -0.04 0.10
H 1.87722 6.55494 -2.99426 -0.03 0.02 -0.04 0.12
C -4.96678 1.45364 -1.65596 -0.04 0.13 0.03 -0.07
H 0.73942 6.23874 -4.29496 0.06 -0.02 0.02 0.12
C 4.32802 1.87194 4.14704 -0.09 -0.16 0.07 -0.11
C -2.46848 3.07264 2.92764 0.05 -0.02 -0.05 -0.11
C 5.15682 -1.79706 -0.03716 0.16 -0.10 0.00 -0.07
C -0.26658 -5.83406 1.59654 -0.01 -0.12 0.07 -0.07
C 1.78392 -3.84616 -2.57556 -0.08 0.23 0.06 -0.06
H 0.65692 -1.72576 -7.40436 -0.05 -0.01 -0.07 0.12
C 0.90172 4.65234 -2.84586 -0.04 -0.19 0.11 -0.14
C -1.97428 -2.65196 2.79664 0.24 0.20 -0.03 0.02
N 0.58962 3.04354 1.80364 -0.15 0.16 0.17 -0.10
H 5.20142 2.41024 3.81034 -0.01 0.02 -0.02 0.10
H -0.07628 -6.37366 2.51224 -0.01 -0.03 0.10 0.11
C 5.71082 -3.03816 0.23044 0.04 0.12 -0.03 -0.08
H 3.37402 -0.70426 -0.41926 0.11 0.01 -0.02 0.06
C -0.23118 6.74404 -2.39156 -0.06 0.25 -0.06 -0.10
C -0.76168 -4.42076 -0.72416 0.08 0.07 -0.04 -0.10
H -5.58638 -0.01466 -3.09196 -0.07 -0.03 -0.05 0.10
C -2.70168 1.99934 2.07384 0.35 -0.01 0.01 -0.35
C -1.55228 -5.50556 -0.39686 -0.08 0.00 -0.01 -0.08
H 1.23072 -0.12586 5.07134 -0.02 -0.03 0.09 0.09
H 1.67362 -3.76376 -6.85876 -0.01 -0.05 -0.01 0.12
C 3.78672 -1.67086 -0.16766 -0.09 0.05 0.03 -0.11
C 1.26332 -2.65326 -2.10606 -0.02 -0.04 0.28 -0.26
H -2.75208 4.34014 0.82454 -0.05 0.00 0.01 0.09
C 0.70722 -1.72376 -3.02526 0.09 -0.39 -0.13 -0.12
C 3.42552 1.38244 3.18014 0.08 0.19 0.41 -0.82
H 2.88512 -4.88586 0.40114 0.01 0.01 -0.03 0.10
H -3.10588 4.15444 4.65654 0.04 0.04 0.07 0.10
H 2.14002 -5.20876 -4.20896 0.00 -0.02 -0.03 0.12
C -2.90448 0.99204 -0.48576 0.13 -0.12 0.21 -0.35
H 2.04272 1.49494 -2.97046 0.03 -0.04 -0.13 0.12
C 0.90842 6.10644 -3.22436 0.13 0.14 -0.15 -0.10
H -2.35278 6.43644 -0.34636 0.01 0.13 0.04 0.11
H 0.66262 5.03354 1.61824 -0.19 -0.12 0.19 0.06
H -2.30838 -0.42956 4.14584 -0.01 0.08 -0.01 0.07
H 6.77972 -3.14706 0.33214 0.11 -0.01 0.00 0.10
C -2.82318 -0.22396 -1.15206 -0.04 -0.02 0.18 -0.13
C 0.39672 2.11844 -1.80536 -0.15 -0.25 0.13 -0.29
C 1.73312 -4.24936 -3.91736 -0.07 0.09 -0.24 0.00
C -4.84928 0.26014 -2.35186 0.05 -0.09 -0.05 -0.09
H 1.33702 2.85114 1.12834 0.00 -0.02 0.37 0.02
O 1.47062 0.20044 -0.54996 1.03 0.39 -0.68 -0.75
H -3.67888 -1.51046 -2.62586 -0.03 -0.12 -0.02 0.10
H -2.36408 -5.79236 -1.04746 -0.12 -0.02 -0.06 0.10
H 5.31302 -5.11366 0.55864 0.03 -0.07 0.05 0.10
C -4.29768 2.40714 4.33164 0.01 -0.04 0.04 -0.09
C 3.50922 -4.01286 0.26404 -0.05 0.07 0.13 -0.09
H 2.22232 -4.53236 -1.86186 -0.04 0.02 -0.01 0.10
C -3.71238 1.09724 2.40424 0.02 0.03 -0.09 -0.11
```
Forces are in eV/Å.

Entry 2:
ORCA calculation (ωB97M-V/def2-TZVPD) on C4H6O2 as an isolated structure at a distorted geometry.

## Properties
LUMO level: 0.750 eV
Gap between HOMO and LUMO: 10.58 eV
Energy relative to the best compared isomer or geometry (same formula, charge and spin): 280.9 kJ/mol

```
12
Properties=species:S:1:pos:R:3:forces:R:3:nbo_charge:R:1
O 0.40995 -1.38171 0.08882 -0.07 0.13 -0.17 -0.52
H 1.45170 0.19324 1.00322 0.42 -0.35 0.18 0.17
C -0.61912 -0.44914 -0.22179 0.38 1.46 -0.88 -0.05
H -1.07421 -0.42802 -1.19434 -1.94 -2.00 0.10 0.24
H 0.17244 1.60958 -0.56951 0.51 0.13 0.29 0.23
C -1.39904 0.01056 0.98772 -0.31 0.71 -0.36 0.40
O -1.95580 1.08587 0.98486 0.10 -0.47 0.10 -0.52
H 2.29285 -0.60517 -0.40976 0.18 0.07 0.17 0.19
C 0.42343 0.57896 -0.80063 0.10 0.24 0.43 -0.41
H 0.58462 0.48142 -1.89093 -0.32 -0.15 0.59 0.20
H -1.42190 -0.62588 1.91016 0.21 0.00 -0.63 0.13
C 1.35069 -0.28351 0.02394 0.74 0.23 0.18 -0.06
```
Forces are in eV/Å.

Entry 3:
ORCA calculation (ωB97M-V/def2-TZVPD) on one molecule with the formula C10H22Si2 at a distorted geometry.

## Properties
LUMO level: 0.808 eV
Gap between HOMO and LUMO: 9.25 eV
Energy relative to the best compared isomer or geometry (same formula, charge and spin): 424.9 kJ/mol

```
34
Properties=species:S:1:pos:R:3:forces:R:3:nbo_charge:R:1
H 1.46980 0.60348 -2.74070 -0.47 0.10 -0.33 -0.16
C -1.44252 -1.19144 -1.03049 1.95 -1.05 3.02 -0.22
C 2.56472 0.42565 1.08897 0.63 -2.03 -1.78 -0.63
C -1.57727 1.65558 0.28120 1.02 0.38 1.59 -0.58
Si -0.30988 1.30418 1.65244 0.14 -0.32 -2.32 1.11
Si 1.68165 1.21384 -1.43504 0.92 -1.43 1.27 0.87
H 2.43457 -2.04320 0.22999 -0.44 0.07 0.20 0.21
C -2.82134 2.08634 0.36007 -1.21 -2.02 -2.67 -0.39
H -2.45637 -0.50406 1.70925 -0.70 -1.54 -0.63 0.23
C 0.23813 -0.33155 0.82095 -2.40 -0.02 0.75 -0.69
H 2.44901 1.37669 1.53324 -0.08 0.82 0.13 0.23
H -0.17695 -0.25649 -2.44915 0.50 0.98 -0.53 0.21
H 2.78233 -0.32238 1.82227 -0.49 -0.57 0.99 0.21
H -1.35640 -1.63243 2.38314 -1.23 -0.32 -2.07 0.20
H 0.55478 -1.18773 1.35921 0.64 -0.31 2.19 0.24
H 3.45850 0.34990 0.50543 1.08 0.70 -0.22 0.22
H 0.84430 2.24608 1.56285 -0.65 0.06 0.18 -0.17
C -0.88138 -1.03646 -2.40951 -2.61 2.59 1.63 -0.65
H -2.37512 -1.63566 -1.10894 -1.92 -1.00 0.12 0.18
H -3.47015 2.05782 1.19848 0.02 0.94 1.17 0.20
C -2.00978 -1.49961 1.38202 2.88 1.78 2.98 -0.66
C -1.01747 -1.10567 0.29383 -0.71 1.35 -3.50 0.06
C 1.51032 -0.08462 0.06410 -0.41 1.60 -0.75 -0.39
H -3.40092 1.88924 -0.58373 0.29 0.80 0.77 0.18
C 1.75864 -1.46048 -0.41552 3.78 -0.95 -2.50 -0.63
H 0.87915 -2.01079 -0.64950 -0.58 -0.40 0.03 0.23
H 3.10350 1.60971 -1.58620 0.01 0.07 0.34 -0.16
H 2.33456 -1.41796 -1.38314 -0.27 -0.34 0.58 0.20
H -0.47164 -1.84862 -2.85431 1.33 -2.94 -0.92 0.22
H -1.19221 1.22381 -0.64096 -0.21 0.78 -0.23 0.21
H -1.81393 -0.82778 -2.96697 0.80 0.41 -0.38 0.22
H -0.74087 1.19789 2.98577 -0.71 0.02 1.44 -0.17
H -2.60174 -2.40947 1.25914 -0.24 0.69 -0.26 0.24
H 0.90638 2.31833 -0.98234 -0.65 1.09 -0.29 -0.16
```
Forces are in eV/Å.